Entry 1:
76
Properties=species:S:1:pos:R:3:forces:R:3:mulliken_charge:R:1 method="wB97M-V/def2-TZVPD" smiles="CC(C)(C)OC(=O)N1CCN(C(=O)c2[nH]cnc2C(=O)N[C@@H](Cc2ccccc2)C(=O)OCc2ccccc2)CC1" e_above_lowest_ev=0.000 spin_multiplicity=1 orbital_gap_ev=9.2 e_tot_ha=-1889.5276
C -0.770 0.415 6.113 0.1 0.1 -0.3 -1.919
C -1.454 0.587 4.757 -0.4 0.2 0.5 1.513
C -2.654 -0.354 4.641 0.4 0.2 -0.1 -1.522
C -1.891 2.035 4.541 0.3 -0.2 -0.1 -1.429
O -0.575 0.163 3.689 0.1 -0.1 -0.1 -0.132
C 0.597 0.796 3.488 0.0 0.0 -0.2 0.857
O 1.036 1.704 4.157 0.0 0.3 0.3 -0.673
N 1.242 0.304 2.402 -0.1 -0.1 -0.2 0.083
C 2.578 0.757 2.075 0.3 0.1 0.2 -0.811
C 3.569 -0.388 2.304 0.2 0.4 -0.1 -1.033
N 3.161 -1.515 1.490 0.0 0.0 0.1 0.140
C 3.953 -1.938 0.487 0.1 -0.1 0.2 0.670
O 5.125 -1.626 0.375 0.2 0.0 -0.2 -0.686
C 3.332 -2.846 -0.518 -0.4 0.4 -0.6 -0.500
N 3.725 -4.135 -0.728 0.0 0.2 0.2 -0.028
C 3.049 -4.590 -1.813 0.0 -0.2 -0.1 -0.499
N 2.266 -3.680 -2.312 -0.2 0.0 -0.3 -0.707
C 2.431 -2.571 -1.530 0.7 -0.4 0.7 1.657
C 1.778 -1.289 -1.830 0.0 -0.1 0.0 -0.141
O 1.998 -0.262 -1.206 0.4 0.0 0.1 -0.677
N 0.899 -1.363 -2.846 -0.2 -0.1 -0.2 -0.138
C 0.215 -0.208 -3.376 0.0 0.2 0.1 -0.057
C -1.225 -0.578 -3.776 0.1 0.2 0.0 -1.120
C -2.012 0.665 -4.091 -0.1 -0.1 -0.1 0.304
C -1.766 1.375 -5.259 0.0 0.0 0.0 -0.215
C -2.445 2.550 -5.524 0.0 0.1 -0.1 -0.683
C -3.379 3.031 -4.622 0.0 0.1 0.0 -0.442
C -3.636 2.326 -3.460 -0.1 0.1 0.0 -0.687
C -2.959 1.149 -3.198 0.0 0.0 0.0 -0.201
C 0.166 0.935 -2.352 0.3 0.3 -0.6 0.374
O 0.614 2.027 -2.571 -0.1 0.0 0.0 -0.634
O -0.578 0.615 -1.294 -0.4 -0.3 0.3 0.107
C -0.844 1.665 -0.365 0.1 0.5 0.1 -2.048
C -2.158 1.418 0.320 0.1 -0.1 -0.1 1.443
C -2.904 2.490 0.792 0.1 -0.1 0.0 -0.809
C -4.116 2.275 1.424 -0.1 0.0 0.0 -0.828
C -4.600 0.987 1.582 -0.1 0.0 0.0 -0.259
C -3.860 -0.085 1.113 0.0 -0.1 0.0 -1.283
C -2.642 0.128 0.491 0.0 0.0 0.0 0.379
C 1.823 -1.977 1.774 -0.5 0.0 -0.1 -1.600
C 0.812 -0.832 1.622 -0.2 -0.4 -0.1 1.568
H -1.469 0.656 6.909 -0.1 0.0 0.1 0.475
H 0.090 1.075 6.184 0.0 0.0 0.1 0.388
H -0.436 -0.614 6.237 0.0 -0.1 0.0 0.366
H -3.112 -0.246 3.661 -0.1 0.0 0.0 0.157
H -3.386 -0.116 5.406 -0.1 0.0 0.1 0.446
H -2.333 -1.385 4.765 0.0 -0.1 0.0 0.402
H -2.336 2.144 3.554 -0.1 0.0 -0.1 0.212
H -1.035 2.699 4.619 0.0 0.1 0.0 0.390
H -2.624 2.312 5.293 -0.1 0.0 0.1 0.484
H 2.815 1.612 2.707 0.0 -0.1 -0.1 0.598
H 2.604 1.044 1.018 0.0 0.0 0.1 0.216
H 4.576 -0.100 2.001 -0.1 0.0 0.1 0.496
H 3.570 -0.680 3.360 0.0 0.0 0.0 0.290
H 4.425 -4.621 -0.191 0.0 0.0 -0.1 0.194
H 3.155 -5.584 -2.198 0.1 -0.2 0.0 0.489
H 0.836 -2.242 -3.341 0.0 0.0 0.1 0.434
H 0.757 0.191 -4.246 -0.1 0.0 0.2 0.278
H -1.190 -1.241 -4.644 0.0 -0.1 0.0 0.576
H -1.689 -1.110 -2.944 0.0 0.0 0.0 0.302
H -1.036 1.006 -5.965 0.1 0.0 -0.1 0.406
H -2.242 3.095 -6.435 0.0 0.0 -0.1 0.386
H -3.904 3.953 -4.826 0.0 0.1 0.0 0.388
H -4.363 2.693 -2.750 -0.1 0.0 0.1 0.432
H -3.164 0.605 -2.287 0.0 -0.1 0.1 0.478
H -0.030 1.706 0.370 0.0 0.0 -0.1 0.375
H -0.856 2.617 -0.907 0.0 -0.2 0.2 0.690
H -2.531 3.496 0.663 0.0 0.1 0.0 0.494
H -4.688 3.116 1.790 0.0 0.1 0.0 0.441
H -5.549 0.820 2.069 -0.1 0.0 0.0 0.412
H -4.233 -1.093 1.232 0.0 -0.1 0.0 0.416
H -2.064 -0.705 0.122 0.0 -0.1 -0.1 0.478
H 1.805 -2.340 2.810 0.0 0.0 -0.1 0.316
H 1.560 -2.798 1.106 0.0 0.0 0.1 0.581
H 0.778 -0.535 0.571 -0.1 -0.1 0.1 -1.244
H -0.176 -1.146 1.953 0.1 0.0 -0.1 0.424

***

Entry 2:
90
Properties=species:S:1:pos:R:3:forces:R:3:mulliken_charge:R:1 method="wB97M-V/def2-TZVPD" spin_multiplicity=1 charge=+1 orbital_gap_ev=8.1 e_tot_ha=-1820.5920
C -2.579 -3.734 -0.251 1.1 0.7 0.0 -1.017
C -1.482 -2.978 -0.362 -0.8 -0.6 0.2 -0.017
N -1.521 -1.540 -0.247 0.3 -0.2 -0.1 0.660
C -1.205 -0.782 -1.511 -0.1 -0.2 0.0 -0.095
C -1.538 -1.561 -2.776 0.0 1.0 -0.1 -0.535
C -1.707 -0.579 -3.946 0.3 -0.4 -0.2 -0.512
C -2.456 -1.191 -5.153 0.0 0.0 0.4 -0.669
O -2.599 -2.602 -5.032 0.3 0.1 0.0 -0.528
C -0.814 -1.062 0.852 0.3 0.2 -0.2 -0.538
N 0.446 -1.446 1.113 -1.2 -0.9 0.6 0.386
C 0.931 -1.570 2.511 0.6 1.0 0.1 -1.225
C 1.800 -0.366 2.973 -0.7 -0.5 -0.5 -0.895
C 2.488 0.359 1.844 0.4 0.4 -0.2 0.365
C 3.398 1.487 2.337 0.1 -0.7 0.2 -1.064
C 4.421 1.935 1.302 -0.4 0.5 -0.3 -0.990
C 3.885 2.099 -0.141 0.7 0.4 0.2 0.554
C 4.863 1.522 -1.166 -0.3 0.2 -0.4 -0.317
C 4.265 1.168 -2.535 0.3 -0.6 0.2 -1.145
C 2.920 0.431 -2.486 -0.2 0.8 0.1 -0.032
C 1.709 1.368 -2.688 0.3 -0.4 0.0 -0.538
N -1.398 -0.155 1.609 -0.1 -0.1 -0.1 0.370
C -2.746 0.341 1.418 0.1 1.0 0.5 -1.108
I -4.140 -0.769 2.610 0.0 -0.2 -0.2 0.125
C -2.812 1.832 1.806 -0.3 -0.4 -0.9 -0.193
C -3.935 2.546 1.025 0.0 -0.1 0.3 -1.365
H -3.550 -3.331 -0.012 -0.1 0.2 -0.1 0.256
H -2.493 -4.797 -0.404 0.0 -0.2 0.1 0.295
H -0.523 -3.444 -0.572 0.0 0.0 -0.2 0.237
H -0.148 -0.512 -1.501 0.1 0.1 -0.1 0.103
H -1.788 0.133 -1.524 -0.1 0.2 0.3 0.203
H -0.709 -2.210 -3.028 -0.2 -0.6 0.1 0.259
H -2.462 -2.112 -2.662 0.0 -0.3 0.1 0.465
H -0.716 -0.274 -4.270 0.1 0.2 0.0 -0.041
H -2.229 0.324 -3.641 -0.1 0.1 0.2 0.456
H -1.906 -0.954 -6.057 0.0 0.0 -0.3 0.321
H -3.438 -0.732 -5.209 -0.2 0.1 -0.2 0.311
H -3.520 -2.815 -5.168 -0.2 -0.2 -0.1 0.323
H 0.755 -2.189 0.506 0.1 0.1 -0.1 0.303
H 1.490 -2.492 2.589 0.1 -0.2 -0.2 0.595
H 0.089 -1.662 3.190 -0.3 -0.2 -0.1 0.405
H 2.533 -0.762 3.666 0.1 0.1 0.3 0.464
H 1.147 0.330 3.497 0.1 0.2 0.3 0.276
H 1.763 0.796 1.160 -0.3 -0.1 -0.1 0.191
H 3.085 -0.333 1.245 0.1 -0.2 0.0 0.127
H 3.949 1.090 3.190 0.1 0.1 0.2 0.390
H 2.789 2.302 2.725 -0.1 0.2 -0.1 0.396
H 5.272 1.260 1.299 0.0 -0.3 0.0 0.460
H 4.813 2.898 1.618 0.2 0.1 0.1 0.389
H 2.881 1.715 -0.265 -0.1 -0.3 0.1 -0.785
H 3.822 3.167 -0.337 -0.3 0.2 -0.1 0.421
H 5.623 2.281 -1.336 0.3 0.0 0.0 0.369
H 5.393 0.657 -0.773 -0.1 -0.2 0.2 -0.002
H 4.981 0.506 -3.022 0.2 0.0 -0.1 0.210
H 4.221 2.046 -3.172 -0.3 0.2 -0.1 0.489
H 2.895 -0.353 -3.234 0.0 -0.1 -0.2 0.649
H 2.813 -0.044 -1.510 0.1 -0.3 0.1 -0.099
H 0.939 0.860 -3.260 -0.3 0.1 0.0 -0.290
H 1.301 1.703 -1.738 -0.2 0.1 0.1 0.221
H 2.002 2.258 -3.232 0.0 0.2 -0.2 0.460
H -0.901 0.242 2.392 0.2 0.0 0.0 0.241
H -3.029 0.273 0.383 -0.1 -0.5 -0.2 0.372
H -1.871 2.262 1.474 0.3 0.2 0.3 0.388
H -2.940 1.955 2.874 0.2 0.0 0.2 0.430
H -4.569 3.127 1.683 -0.1 0.2 0.0 0.348
H -4.578 1.849 0.493 -0.1 -0.2 0.0 0.361
H -3.513 3.216 0.287 0.0 0.2 -0.1 0.377
C 6.094 -2.253 -0.216 0.0 0.0 0.1 0.132
O 6.814 -1.389 0.244 -0.1 0.1 0.0 -0.604
N 6.169 -2.715 -1.477 -0.1 -0.1 -0.1 0.148
C 5.288 -3.751 -1.977 0.2 0.1 -0.1 -0.945
C 7.176 -2.149 -2.362 0.0 0.0 0.1 -0.926
H 5.300 -2.741 0.379 0.0 0.0 0.0 0.271
H 5.867 -4.617 -2.301 -0.1 0.0 0.0 0.359
H 4.709 -3.378 -2.825 0.0 -0.1 0.0 0.332
H 4.601 -4.065 -1.193 0.0 0.0 0.0 0.290
H 8.171 -2.307 -1.947 0.0 0.0 0.0 0.330
H 7.020 -1.075 -2.468 0.0 0.0 0.0 0.231
H 7.109 -2.623 -3.337 0.0 0.0 0.0 0.388
C -7.985 3.953 3.661 0.0 0.2 0.1 0.111
O -7.383 4.476 2.744 0.1 0.0 -0.1 -0.566
N -7.878 2.650 3.986 -0.1 -0.1 0.1 0.142
C -8.598 2.057 5.096 0.1 -0.1 -0.2 -0.907
C -6.998 1.831 3.177 -0.1 0.1 0.0 -0.878
H -8.671 4.514 4.316 0.0 0.0 0.0 0.259
H -7.898 1.642 5.823 -0.1 0.0 0.1 0.318
H -9.252 1.259 4.740 0.0 0.0 0.1 0.316
H -9.206 2.812 5.589 0.0 0.0 0.0 0.306
H -5.983 2.231 3.214 0.0 -0.1 0.0 0.172
H -7.332 1.844 2.138 0.1 -0.1 0.0 0.301
H -6.998 0.809 3.546 -0.1 0.0 0.1 0.397

***

Entry 3:
54
Properties=species:S:1:pos:R:3:forces:R:3:mulliken_charge:R:1 method="wB97M-V/def2-TZVPD" spin_multiplicity=1 orbital_gap_ev=4.8 e_tot_ha=-1296.6285
C 1.734 -1.780 -0.986 -2.2 4.1 -2.4 -0.513
C 1.248 -0.624 -1.422 8.1 -9.1 6.9 -0.053
O 0.275 0.379 -2.102 -5.0 2.1 -4.0 0.656
C 0.072 0.003 -3.508 2.2 1.7 -6.4 0.186
O 1.038 0.310 -4.296 -3.7 -1.2 4.2 -0.535
N -1.142 -0.626 -4.057 0.7 0.8 2.5 -0.173
B -1.490 -1.923 -3.371 0.6 -3.6 -0.4 0.420
O -1.300 -3.135 -4.149 0.3 3.1 1.8 -0.733
C -2.020 -2.086 -1.843 -0.7 0.3 0.8 0.290
C -3.495 -1.371 -1.760 0.8 -0.5 -0.2 -0.975
H 2.148 -2.839 -0.791 -1.1 2.3 -0.4 0.128
H -1.939 0.030 -4.108 0.8 -0.1 0.2 0.274
H -0.723 -3.781 -3.635 -1.1 0.3 -0.7 0.536
H -2.121 -3.189 -1.504 0.3 1.8 -0.7 0.206
H -1.372 -1.565 -1.048 -0.7 -0.8 -1.3 -0.297
H -3.566 -0.902 -0.720 -0.3 -0.6 -1.6 0.155
H -4.309 -2.179 -1.931 1.2 1.7 0.3 0.277
H -3.535 -0.549 -2.578 -0.4 -1.3 1.5 0.280
C -3.168 -2.052 2.425 0.9 -0.2 -0.4 -0.782
C -1.811 -2.340 1.851 3.7 -0.8 -1.5 0.419
N -0.727 -2.572 1.401 -4.8 1.0 2.0 -0.398
H -3.074 -1.381 3.281 0.1 -0.1 -0.1 0.289
H -3.798 -1.579 1.669 0.1 -0.1 0.0 0.213
H -3.639 -2.981 2.750 0.1 0.1 -0.1 0.307
C -0.817 4.175 -2.189 0.8 -1.0 0.0 -1.134
C -0.296 2.770 -2.080 0.9 -1.7 0.9 0.494
N 0.129 1.630 -1.992 -1.9 2.5 -1.4 -0.345
H -1.139 4.377 -3.214 0.0 0.0 0.0 0.323
H -1.666 4.306 -1.516 0.1 -0.2 0.0 0.295
H -0.033 4.886 -1.915 -0.1 0.1 0.0 0.285
C 2.680 -5.645 -2.032 -0.8 0.3 -0.4 -0.909
C 1.411 -5.208 -2.702 -2.6 0.9 -1.4 0.465
N 0.409 -4.863 -3.231 4.3 -1.8 2.4 -0.554
H 3.410 -4.834 -2.055 -0.1 0.0 -0.1 0.287
H 2.478 -5.914 -0.994 -0.1 0.1 -0.1 0.288
H 3.093 -6.512 -2.550 -0.1 0.1 0.0 0.343
C 3.933 1.292 0.829 0.3 -0.9 0.0 -0.318
C 4.476 -0.099 0.961 1.1 -3.0 0.2 0.334
N 4.900 -1.203 1.061 -1.5 4.1 -0.3 -0.461
H 3.609 1.468 -0.199 0.0 -0.2 0.1 0.180
H 3.081 1.422 1.498 0.1 -0.1 0.0 -0.097
H 4.704 2.019 1.089 0.0 -0.1 0.0 0.344
C -0.120 2.016 1.992 0.6 0.3 0.6 -0.269
C 0.880 2.541 2.981 2.0 1.1 2.0 0.301
N 1.673 2.955 3.761 -2.9 -1.5 -2.9 -0.490
H 0.334 1.228 1.387 0.0 0.0 0.1 0.060
H -0.984 1.608 2.519 0.1 0.1 0.0 0.265
H -0.451 2.823 1.335 0.1 0.0 0.1 0.138
C 0.514 4.869 6.282 -0.7 0.8 0.0 -0.504
C -0.494 5.982 6.280 -2.1 2.3 0.0 0.279
N -1.291 6.861 6.278 2.9 -3.2 0.0 -0.390
H 0.842 4.663 5.262 0.0 0.0 0.1 0.096
H 1.380 5.153 6.884 -0.1 0.0 -0.1 0.270
H 0.069 3.966 6.703 0.0 0.1 0.0 0.246

***

Computed values of maximum force (unit: eV Å⁻¹) for the preceding records, in sequence: 1.09, 1.60, 14.02.